(1)
C29H45BaNO6S2Si3Te | wB97M-V/def2-TZVPD

```
88
Properties=species:S:1:pos:R:3:forces:R:3
Ba -1.044433 0.682612 0.834747 5.706 2.352 4.654
O -4.971996 -0.441966 1.683967 -0.486 -0.171 0.189
S -3.804269 -0.175129 0.905787 -0.658 0.172 -0.275
O -3.304172 1.212286 0.964877 -2.187 -0.236 0.364
O -2.698489 -1.108812 1.154223 -1.045 -0.597 -0.013
C -4.331855 -0.234657 -0.822319 0.105 0.618 -0.409
C -5.617758 -0.697235 -1.027417 0.096 0.031 -0.175
C -6.256408 -0.492533 -2.248709 -0.120 -0.130 0.114
C -5.625527 0.204275 -3.254407 0.030 0.110 -0.151
C -4.319213 0.655937 -3.081585 -0.142 -0.146 0.138
C -3.660412 0.442009 -1.885956 -0.263 -0.552 0.327
S -1.895449 0.787286 -1.899198 -0.474 -0.256 -0.746
O -1.389333 -0.401125 -1.188151 -0.294 -0.445 -2.212
O -1.511447 0.865249 -3.273011 0.003 0.134 -0.560
O -1.628178 1.999506 -1.117641 -0.476 0.237 -1.352
H -6.122907 -1.185559 -0.205798 -0.031 0.044 -0.003
H -7.264232 -0.862703 -2.393219 -0.003 0.000 0.008
H -6.138804 0.390391 -4.190232 0.021 -0.012 -0.012
H -3.787753 1.145193 -3.886340 0.021 -0.016 0.019
C 3.040576 3.245130 2.107141 -0.065 0.381 0.218
Si 3.554992 1.719546 1.145555 -0.177 -0.112 0.159
C 5.425192 1.903183 1.075799 0.572 0.055 0.026
C 3.259686 0.291814 2.342138 -0.050 -0.256 0.212
C 2.808510 1.573295 -0.474214 -0.658 -0.290 0.297
Si 2.283107 3.078230 -1.262070 -0.258 0.210 -0.193
C 1.651755 2.890651 -3.021525 -0.145 -0.082 -0.315
C 0.935507 4.083110 -0.418440 -0.224 0.165 0.287
C 3.677757 4.331253 -1.446362 0.382 0.368 -0.094
Si 3.309697 0.168820 -1.418197 -0.051 -0.253 -0.474
C 4.654072 0.579213 -2.676928 0.384 0.112 -0.247
C 4.061596 -1.223212 -0.430870 0.264 -0.351 0.180
C 2.069560 -0.814338 -2.531641 -0.327 -0.246 0.162
C 1.886585 -0.503649 -3.885868 0.024 -0.064 0.209
C 0.992517 -1.217804 -4.659888 0.031 0.064 -0.089
C 0.314040 -2.276575 -4.086023 -0.087 -0.053 -0.006
C 0.571374 -2.568536 -2.759953 0.210 0.173 0.322
N 1.409168 -1.869796 -1.984002 -0.003 0.229 -0.479
H 3.468171 3.173689 3.114460 0.007 0.083 -0.066
H 1.961099 3.344852 2.221969 0.028 -0.089 0.051
H 3.402521 4.167854 1.640501 0.016 -0.052 0.072
H 5.858100 1.956893 2.084125 0.025 0.031 -0.095
H 5.685776 2.819893 0.532090 -0.007 -0.053 0.087
H 5.905247 1.072607 0.546102 -0.036 0.044 0.060
H 3.305189 0.658604 3.374156 0.033 -0.063 -0.053
H 4.004015 -0.500665 2.222499 -0.008 0.043 0.058
H 2.273613 -0.163416 2.208825 -0.014 0.048 -0.016
H 0.831701 2.174184 -3.127773 0.035 0.044 0.070
H 2.450741 2.586430 -3.704807 -0.018 0.058 -0.040
H 1.276385 3.869236 -3.348172 0.060 -0.089 -0.048
H -0.031198 3.578222 -0.357718 0.066 -0.041 -0.140
H 0.778389 5.009139 -0.986690 -0.007 -0.037 0.073
H 1.217638 4.351737 0.600931 0.000 0.129 -0.085
H 4.513043 3.889010 -2.004820 -0.080 0.066 0.028
H 4.070496 4.648262 -0.473460 -0.026 -0.018 -0.074
H 3.336203 5.229953 -1.978604 0.082 -0.061 0.032
H 5.559438 0.821026 -2.103051 -0.045 -0.043 -0.122
H 4.419365 1.466135 -3.275053 -0.020 -0.068 0.022
H 4.874713 -0.250166 -3.360970 0.056 0.058 0.067
H 4.921224 -0.880950 0.151766 0.017 -0.058 -0.088
H 4.396636 -1.995419 -1.134546 0.001 -0.005 0.112
H 3.355658 -1.672957 0.264553 0.009 0.064 -0.079
H 2.452280 0.307192 -4.322511 -0.031 0.101 0.016
H 0.820310 -0.943031 -5.694252 -0.002 -0.009 -0.011
H -0.418604 -2.854868 -4.635248 0.040 -0.005 -0.022
H 0.064645 -3.399043 -2.279257 -0.040 0.001 0.054
C 1.817923 -3.510066 1.083841 0.596 -0.274 0.045
Te 0.091107 -2.384192 0.803227 -0.351 -0.605 -0.325
C -0.501017 -2.873754 2.780424 -0.150 0.009 0.244
H 1.499642 -4.499888 1.406115 0.137 -0.052 0.008
H 2.458182 -3.047642 1.834866 0.031 -0.088 -0.023
H 2.338385 -3.562897 0.130247 0.022 -0.066 0.056
H 0.258295 -2.502575 3.467446 -0.040 -0.051 0.052
H -0.598475 -3.955715 2.858525 0.004 0.007 0.090
H -1.456153 -2.402174 3.005243 0.035 -0.006 -0.047
C 0.026971 1.345031 3.694308 0.198 -0.264 0.055
C -0.922020 2.082989 4.427194 -0.340 0.413 0.437
C -1.058527 3.507093 4.312319 -0.057 -0.216 -0.029
C -1.985152 4.228704 5.040632 0.026 0.009 -0.011
C -2.862073 3.619878 5.942116 0.144 -0.196 -0.100
C -2.765253 2.229202 6.070826 -0.008 0.120 0.021
C -1.840661 1.492982 5.358015 0.062 -0.009 -0.259
H 0.927671 1.879732 3.400742 -0.086 -0.017 -0.130
H 0.241363 0.339701 4.066541 -0.047 0.023 -0.054
H -0.416241 4.028252 3.606905 0.027 -0.005 0.057
H -2.026872 5.306104 4.902282 -0.007 -0.006 -0.016
H -3.589176 4.194883 6.502406 0.006 -0.015 -0.004
H -3.429057 1.708593 6.757672 0.013 0.008 -0.035
H -1.809076 0.414178 5.487472 0.019 0.019 0.024
```
Forces are in eV/Å.

Calculated values
Energy above the lowest of the compared OMol25 structures with the same formula, charge and spin in kJ/mol: 275.5
HOMO level in eV: -0.63
Max |F| in eV Å⁻¹: 7.7
E_tot in hartree: -3596.771653
Total charge: -2

Here are the Mulliken charges for atoms 1 to 8, given in e: number 1, Ba, carries 1.7697; number 2, O, carries -0.6552; number 3, S, carries 0.9388; number 4, O, carries -0.9081; number 5, O, carries -0.4470; number 6, C, carries -0.1592; number 7, C, carries -0.5566; number 8, C, carries -0.5504



(2)
CH16O6 | wB97M-V/def2-TZVPD

```
23
Properties=species:S:1:pos:R:3:forces:R:3
C -2.617896 2.870875 0.571476 -2.788 -0.678 0.462
H -2.276108 3.293308 -0.305894 1.506 1.071 -1.564
H -2.639895 3.541065 1.409250 0.591 0.182 0.395
H -2.206536 1.892956 0.755621 0.286 -0.180 0.244
H -3.692934 2.764942 0.303933 0.429 -0.411 0.433
H 0.740628 -0.794366 -3.920232 -2.077 0.004 3.193
H 0.545826 -0.898084 -2.145641 -0.101 0.403 -2.058
O 0.050862 -0.847975 -3.078201 2.373 -0.282 -0.542
H -2.541795 0.121830 2.185866 0.776 1.595 0.048
H -2.861587 -1.259154 2.042763 -0.562 -0.540 0.278
O -3.254699 -0.452723 2.396850 -0.180 -1.070 -0.327
H 0.206595 -0.695201 4.037327 -0.125 0.429 0.409
H 0.514923 -1.911791 3.243515 0.314 -0.035 0.105
O 0.902641 -1.062926 3.494962 -0.226 -0.442 -0.565
H 5.555814 0.800627 -0.593612 0.764 -0.607 -1.220
H 5.304937 -0.100217 -1.841258 0.449 0.274 0.272
O 6.004761 0.401680 -1.387489 -1.183 0.334 0.955
H -2.898725 -1.087692 -1.531088 -0.360 1.933 -0.381
H -1.762276 -0.082961 -1.571536 -0.328 0.683 -0.042
O -2.742843 -0.081093 -1.666644 0.845 -2.537 0.297
H 2.109138 0.059238 -0.065712 -0.567 -0.621 -0.376
H 1.451156 -1.347884 0.266401 0.399 1.786 -1.702
O 1.559055 -0.647196 -0.471797 -0.233 -1.290 1.687
```
Forces are in eV/Å.

Calculated values
Energy above the lowest of the compared OMol25 structures with the same formula, charge and spin in kJ/mol: 227.8
HOMO level (alpha / beta) in eV: -13.87 / -13.87
Max |F| in eV Å⁻¹: 3.8
E_tot in hartree: -498.650437
2S+1: 2
Total charge: +1
<S²>: 0.758

Here are the Mulliken charges for atoms 1 to 8, given in e: number 1, C, carries -0.9308; number 2, H, carries 0.3384; number 3, H, carries 0.3161; number 4, H, carries -0.0082; number 5, H, carries 0.2898; number 6, H, carries 0.4379; number 7, H, carries 0.4707; number 8, O, carries -0.3863



(3)
C4H21N3O4 | wB97M-V/def2-TZVPD

```
32
Properties=species:S:1:pos:R:3:forces:R:3
C 0.191122 2.026766 -1.877466 -1.078 1.259 -1.942
C -0.336512 0.582808 -1.996302 0.194 -0.245 -1.379
C -0.483009 -0.176888 -0.667114 0.943 0.981 1.771
N -1.828597 -1.214298 1.776352 1.034 0.409 -0.163
C -2.073282 -1.617827 0.554396 -1.369 -2.617 -0.321
N -1.559974 -1.145467 -0.566654 -0.311 0.253 -0.149
N 1.585491 2.138685 -1.330359 2.530 -3.201 -1.711
H 0.080430 2.479905 -2.959719 0.717 -0.643 2.295
H -0.258717 2.719610 -1.177040 -1.331 -0.293 -0.211
H -1.307731 0.583934 -2.558411 0.670 0.419 0.661
H 0.380666 0.119281 -2.746458 -0.973 0.053 1.266
H -0.720140 0.622197 0.117786 0.546 -0.989 -0.775
H 0.448090 -0.756039 -0.379284 -0.891 1.119 -0.295
H -2.071074 -1.586540 2.702919 -0.406 -0.577 -1.135
H -1.013981 -0.635520 1.874910 0.140 0.571 0.141
H -2.699925 -2.565700 0.369965 0.437 1.908 0.643
H -1.995403 -1.437559 -1.428575 0.017 -0.403 0.061
H 2.364818 2.393882 -1.983380 -1.077 0.950 0.453
H 1.969902 1.165983 -1.167146 -0.734 0.651 0.572
H 1.619806 2.603566 -0.441128 0.288 0.564 0.247
H -2.534874 2.906585 1.496122 0.216 -0.164 -0.069
H -1.073513 3.044041 1.920602 -0.354 -0.194 -0.122
O -1.665777 2.488962 1.386456 0.239 0.316 0.168
H 0.856410 -1.417478 3.883362 0.174 -0.073 0.265
H 1.023553 -2.688734 3.043473 0.095 -0.131 0.136
O 0.365357 -2.122480 3.455244 -0.268 0.275 -0.341
H 2.596622 0.586027 1.613106 0.131 -0.031 0.156
H 3.186903 -0.553887 0.770359 -0.281 0.346 0.108
O 2.424143 0.048816 0.833914 0.288 -0.219 -0.330
H 2.039338 -1.819688 -1.616062 0.138 0.491 0.524
H 1.888951 -2.091526 -3.001219 -0.022 0.966 -0.493
O 1.869612 -1.304320 -2.414773 0.298 -1.751 -0.033
```
Forces are in eV/Å.

Calculated values
Energy above the lowest of the compared OMol25 structures with the same formula, charge and spin in kJ/mol: 115.1
HOMO level in eV: -17.29
Max |F| in eV Å⁻¹: 4.4
E_tot in hartree: -629.645121
Total charge: +2

Here are the Mulliken charges for atoms 1 to 8, given in e: number 1, C, carries -0.7375; number 2, C, carries -0.8019; number 3, C, carries 0.0688; number 4, N, carries -0.2239; number 5, C, carries 0.0204; number 6, N, carries -0.0446; number 7, N, carries -0.2198; number 8, H, carries 0.3435



> What is the E_tot in the third record?

-629.645121 hartree



Copy entry 3 word for word.
C4H21N3O4 | wB97M-V/def2-TZVPD

```
32
Properties=species:S:1:pos:R:3:forces:R:3
C 0.191122 2.026766 -1.877466 -1.078 1.259 -1.942
C -0.336512 0.582808 -1.996302 0.194 -0.245 -1.379
C -0.483009 -0.176888 -0.667114 0.943 0.981 1.771
N -1.828597 -1.214298 1.776352 1.034 0.409 -0.163
C -2.073282 -1.617827 0.554396 -1.369 -2.617 -0.321
N -1.559974 -1.145467 -0.566654 -0.311 0.253 -0.149
N 1.585491 2.138685 -1.330359 2.530 -3.201 -1.711
H 0.080430 2.479905 -2.959719 0.717 -0.643 2.295
H -0.258717 2.719610 -1.177040 -1.331 -0.293 -0.211
H -1.307731 0.583934 -2.558411 0.670 0.419 0.661
H 0.380666 0.119281 -2.746458 -0.973 0.053 1.266
H -0.720140 0.622197 0.117786 0.546 -0.989 -0.775
H 0.448090 -0.756039 -0.379284 -0.891 1.119 -0.295
H -2.071074 -1.586540 2.702919 -0.406 -0.577 -1.135
H -1.013981 -0.635520 1.874910 0.140 0.571 0.141
H -2.699925 -2.565700 0.369965 0.437 1.908 0.643
H -1.995403 -1.437559 -1.428575 0.017 -0.403 0.061
H 2.364818 2.393882 -1.983380 -1.077 0.950 0.453
H 1.969902 1.165983 -1.167146 -0.734 0.651 0.572
H 1.619806 2.603566 -0.441128 0.288 0.564 0.247
H -2.534874 2.906585 1.496122 0.216 -0.164 -0.069
H -1.073513 3.044041 1.920602 -0.354 -0.194 -0.122
O -1.665777 2.488962 1.386456 0.239 0.316 0.168
H 0.856410 -1.417478 3.883362 0.174 -0.073 0.265
H 1.023553 -2.688734 3.043473 0.095 -0.131 0.136
O 0.365357 -2.122480 3.455244 -0.268 0.275 -0.341
H 2.596622 0.586027 1.613106 0.131 -0.031 0.156
H 3.186903 -0.553887 0.770359 -0.281 0.346 0.108
O 2.424143 0.048816 0.833914 0.288 -0.219 -0.330
H 2.039338 -1.819688 -1.616062 0.138 0.491 0.524
H 1.888951 -2.091526 -3.001219 -0.022 0.966 -0.493
O 1.869612 -1.304320 -2.414773 0.298 -1.751 -0.033
```
Forces are in eV/Å.

Calculated values
Energy above the lowest of the compared OMol25 structures with the same formula, charge and spin in kJ/mol: 115.1
HOMO level in eV: -17.29
Max |F| in eV Å⁻¹: 4.4
E_tot in hartree: -629.645121
Total charge: +2

Here are the Mulliken charges for atoms 1 to 8, given in e: number 1, C, carries -0.7375; number 2, C, carries -0.8019; number 3, C, carries 0.0688; number 4, N, carries -0.2239; number 5, C, carries 0.0204; number 6, N, carries -0.0446; number 7, N, carries -0.2198; number 8, H, carries 0.3435



> Number 3 is which compound?

C4H21N3O4